Entry P
{"formula": "CH11O4S", "method": "ωB97M-V/def2-TZVPD", "total_charge": -1, "e_homo_ev": -2.887, "homo_lumo_gap_ha": 0.2339, "symbols": ["C", "S", "H", "H", "H", "H", "H", "O", "H", "H", "O", "H", "H", "O", "H", "H", "O"], "positions_angstrom": [[-2.2399, 0.3461, -1.2176], [-0.5074, -0.2933, -1.4706], [-2.7818, -0.0660, -0.3724], [-2.0454, 1.4084, -1.2491], [-2.7251, 0.1158, -2.1607], [0.1029, -0.8581, 1.6714], [0.8973, 0.1237, 0.7660], [0.8494, -0.2561, 1.6576], [-3.4568, 1.8776, -4.1211], [-2.2420, 1.9187, -3.3847], [-3.1333, 2.3139, -3.3140], [2.2976, 0.9081, 4.1396], [2.1126, -0.1380, 2.9834], [2.4817, 0.0055, 3.8780], [2.7988, -2.5879, 0.3592], [3.9905, -1.9742, 0.9974], [3.6007, -2.8443, 0.8376]], "nbo_charge": [-0.73, -0.80, 0.18, 0.19, 0.18, 0.49, 0.51, -1.01, 0.45, 0.48, -0.93, 0.46, 0.51, -0.99, 0.48, 0.47, -0.95]}

Entry Q
{"formula": "CH11O4S", "method": "ωB97M-V/def2-TZVPD", "total_charge": -1, "e_homo_ev": -3.422, "homo_lumo_gap_ha": 0.2497, "symbols": ["C", "S", "H", "H", "H", "H", "H", "O", "H", "H", "O", "H", "H", "O", "H", "H", "O"], "positions_angstrom": [[2.1685, -0.5677, -0.4079], [1.4566, 0.7182, -1.4521], [1.9622, -1.5926, -0.7150], [3.2578, -0.4848, -0.3072], [1.8458, -0.5555, 0.6466], [3.7764, 0.9865, -3.1014], [3.9245, 2.0583, -2.1031], [4.2502, 1.8194, -2.9806], [-0.3332, -0.1957, -0.8348], [-1.4818, -1.1960, -1.2294], [-1.0896, -0.7431, -0.4777], [-4.0179, -0.0285, 2.8302], [-5.1412, 0.3155, 1.9011], [-4.8743, 0.4299, 2.8244], [-1.9566, -0.7716, 1.1580], [-1.5363, 0.2391, 2.1969], [-2.2114, -0.4314, 2.0521]], "nbo_charge": [-0.75, -0.68, 0.18, 0.18, 0.17, 0.48, 0.48, -0.97, 0.50, 0.46, -1.04, 0.50, 0.46, -0.97, 0.52, 0.47, -1.01]}

Entry R
{"formula": "CH11O4S", "method": "ωB97M-V/def2-TZVPD", "total_charge": -1, "e_homo_ev": -3.658, "homo_lumo_gap_ha": 0.2728, "symbols": ["C", "S", "H", "H", "H", "H", "H", "O", "H", "H", "O", "H", "H", "O", "H", "H", "O"], "positions_angstrom": [[0.5348, -1.8855, 0.0359], [-0.7759, -0.7138, -0.3328], [0.1596, -2.8685, 0.3159], [1.1932, -1.5430, 0.8411], [1.2365, -2.0205, -0.7695], [0.0384, 0.1451, -3.1590], [0.2683, 1.1027, -2.0589], [0.6382, 0.8634, -2.9260], [-1.3141, -1.6200, 2.8284], [-1.2566, -0.3290, 2.0749], [-1.2941, -0.6704, 2.9886], [1.4026, 0.7081, -0.0231], [2.7306, 1.1898, -0.5501], [2.3509, 0.7183, 0.1987], [-1.3970, 1.8950, -0.1440], [-2.6045, 2.3331, 0.6212], [-1.9110, 2.6952, 0.0587]], "nbo_charge": [-0.74, -0.75, 0.18, 0.20, 0.19, 0.47, 0.48, -0.97, 0.46, 0.50, -0.98, 0.49, 0.46, -0.96, 0.49, 0.46, -0.96]}

Which structure is most stable? entry Q, by 7.9 kJ/mol over the runner-up.

Entry P
{"formula": "C6H10O2", "method": "ωB97M-V/def2-TZVPD", "e_homo_ev": -8.473, "homo_lumo_gap_ha": 0.3340, "smiles": "CC1(C)C(O)=C[C@@H]1O", "symbols": ["C", "C", "C", "C", "O", "C", "C", "O", "H", "H", "H", "H", "H", "H", "H", "H", "H", "H"], "positions_angstrom": [[1.0462, 1.2160, 0.6286], [0.1837, 0.2121, -0.1296], [-0.2770, 0.7473, -1.4737], [0.6148, -1.2158, -0.1001], [1.3451, -1.8911, -0.9592], [-0.1251, -1.6356, 0.9618], [-1.0054, -0.4670, 1.0678], [-2.2788, -0.6029, 0.4613], [1.3799, 0.8156, 1.5893], [0.4913, 2.1396, 0.8265], [1.9327, 1.4903, 0.0420], [-0.8471, 0.0019, -2.0350], [-0.9117, 1.6292, -1.3328], [0.5694, 1.0625, -2.0981], [1.7367, -1.2798, -1.6024], [-0.0590, -2.5210, 1.5851], [-1.0831, 0.0384, 2.0384], [-2.7128, 0.2603, 0.5302]], "nbo_charge": [-0.62, -0.09, -0.64, 0.35, -0.64, -0.37, 0.13, -0.71, 0.22, 0.21, 0.20, 0.23, 0.22, 0.21, 0.48, 0.21, 0.15, 0.47]}

Entry Q
{"formula": "C6H10O2", "method": "ωB97M-V/def2-TZVPD", "e_homo_ev": -8.478, "homo_lumo_gap_ha": 0.3426, "smiles": "C1=C\\OCCOCC/1", "symbols": ["C", "C", "O", "C", "C", "O", "C", "C", "H", "H", "H", "H", "H", "H", "H", "H", "H", "H"], "positions_angstrom": [[-0.3178, 1.4088, 0.0321], [1.0983, 1.3483, -0.0007], [2.1196, 0.3503, -0.1609], [1.7195, -1.1876, 0.1854], [0.2979, -0.7925, -0.0600], [-1.0094, -1.4544, 0.0557], [-1.9649, -0.5829, -0.1951], [-1.7167, 0.8782, 0.1978], [-0.5543, 2.3878, -0.1343], [1.4400, 2.3561, -0.0518], [1.9235, -1.6798, 1.1040], [2.3395, -1.7397, -0.5888], [0.2110, -0.4328, -1.0408], [-0.0673, -0.2318, 0.8016], [-2.8698, -0.8330, 0.2906], [-2.0801, -0.3953, -1.4084], [-2.1790, 1.7670, -0.4588], [-1.7434, 1.2012, 1.3719]], "nbo_charge": [-0.32, 0.10, -0.53, -0.06, -0.13, -0.53, -0.05, -0.48, 0.18, 0.20, 0.19, 0.20, 0.19, 0.23, 0.20, 0.12, 0.25, 0.23]}

Entry R
{"formula": "C6H10O2", "method": "ωB97M-V/def2-TZVPD", "e_homo_ev": -8.727, "homo_lumo_gap_ha": 0.3129, "smiles": "CC(C)[C@@]1(C)OC1=O", "symbols": ["C", "C", "C", "C", "C", "O", "C", "O", "H", "H", "H", "H", "H", "H", "H", "H", "H", "H"], "positions_angstrom": [[0.4290, -1.1299, 1.2067], [-0.6751, -0.3425, 0.5321], [-1.4584, -1.1083, -0.5011], [0.2545, 1.0130, -0.2023], [1.1951, 0.8264, -1.3538], [-0.9493, 1.7247, -0.3506], [0.4059, 2.0645, 0.7088], [0.7466, 2.4674, 1.7639], [1.1061, -1.5691, 0.4754], [0.9839, -0.4944, 1.8945], [-0.0392, -1.9511, 1.7569], [-1.3205, 0.1225, 1.2747], [-1.8745, -2.0023, -0.0285], [-2.2617, -0.5064, -0.9146], [-0.8100, -1.4487, -1.3072], [1.3081, 1.7546, -1.9167], [2.1707, 0.4962, -0.9951], [0.7889, 0.0832, -2.0429]], "nbo_charge": [-0.63, -0.10, -0.64, 0.07, -0.65, -0.65, 0.84, -0.42, 0.20, 0.21, 0.20, 0.21, 0.22, 0.24, 0.20, 0.23, 0.22, 0.23]}

Which structure is most stable? entry P, by 156.0 kJ/mol over the runner-up.